Entry from OMol25: a structure of composition H38N6O15S2Zn in a non-equilibrium geometry (ωB97M-V/def2-TZVPD).

M: 491.85 g mol⁻¹
E_tot: -4054.089438 a.u.
E_HOMO: -0.5965 Eh
charge: +4
frontier orbital gap: 0.1116 Ha

XYZ file:
```
62
H38N6O15S2Zn, DFT ωB97M-V/def2-TZVPD
Zn 3.17587 -0.17633 -0.49055
N 0.07627 -0.07594 -3.10325
H 0.58615 0.78304 -2.95406
H -0.79653 -0.00943 -3.60713
H -0.16873 -0.36733 -2.16774
H 0.57390 -0.80002 -3.60141
N -2.68681 3.07350 -0.02123
H -3.08838 3.43859 -0.87302
H -2.38674 3.85709 0.54095
H -2.01348 2.34735 -0.21980
H -3.54078 2.72328 0.38886
N -3.07662 -1.90641 0.01403
H -2.27883 -1.33874 -0.23372
H -3.22412 -2.62282 -0.68246
H -3.86507 -1.27553 -0.00639
H -2.99067 -2.42196 0.87829
N -0.05140 -2.80666 1.58798
H -0.06997 -1.81117 1.41841
H 0.25729 -2.83647 2.54918
H 0.62523 -3.22511 0.96576
H -0.93608 -3.29129 1.53714
N -2.21539 -0.89545 3.16169
H -1.48596 -0.52367 2.57026
H -1.97274 -1.12269 4.11541
H -2.56813 -1.71273 2.68450
H -2.94284 -0.20232 3.05924
N 0.63786 3.92458 -0.14491
H 1.37445 4.09755 0.52415
H -0.06194 4.62639 0.04956
H 0.31786 2.98909 0.06138
H 1.07524 3.96248 -1.05451
S -0.09222 0.20957 0.15689
O -0.96867 -0.47762 -0.75392
O -0.43545 -0.30632 1.47162
O 1.28369 -0.03071 -0.19922
O -0.47957 1.60114 0.18612
S 2.96093 -1.61318 -3.39417
O 1.64983 -1.72307 -4.12019
O 3.90764 -1.10621 -4.36597
O 2.84117 -0.58323 -2.40155
O 3.37835 -2.85755 -2.74109
O 3.29180 -2.19785 -0.05134
H 3.68085 -2.68268 -0.77922
H 3.26652 -2.82687 0.66972
O 1.39014 0.68619 3.33085
H 0.62711 0.33357 2.87296
H 1.44593 0.17146 4.13595
O -1.53849 2.57584 2.50368
H -1.01268 2.10614 1.85627
H -2.36592 2.09561 2.53489
O -3.04336 0.53155 -1.90883
H -2.74864 0.52848 -2.81953
H -2.29687 0.19389 -1.41388
O 3.45443 0.32211 1.47760
H 4.12179 -0.06185 2.04631
H 2.81497 0.70167 2.08031
O 3.06180 1.94961 -1.00187
H 2.80397 2.62576 -1.62843
H 3.41639 2.43522 -0.25711
O -0.28373 -3.14975 -1.12068
H 0.00466 -3.60734 -1.91040
H -0.41531 -2.24446 -1.40240
```

Here are the natural (NBO) charges for atoms 1 to 5, given in e:
1. Zn 1.768
2. N -0.881
3. H 0.424
4. H 0.407
5. H 0.396